Entry 1:
Formula: C18H30EuN8OPS
Source: the Open Molecules 2025 dataset
Level of theory: ωB97M-V/def2-TZVPD

For the HOMO-LUMO gap (spin up / spin down), the calculation gives 6.655 / 8.292 eV. As for the strongest force on any atom: 3.24 eV Å⁻¹. Its energy above the lowest of the compared OMol25 structures with the same formula, charge and spin is 0.602 eV. The expectation value of S² is 15.760.

```
! wB97M-V def2-TZVPD RIJCOSX def2/J DEFGRID3
* xyz 1 8
Eu -0.498 0.631 0.133
C -3.210 -2.280 -4.530
N -3.037 -1.162 -3.539
C -3.477 0.184 -3.772
C -3.113 0.929 -2.703
N -2.494 0.092 -1.757
C -2.506 -1.175 -2.233
P -1.528 -2.549 -1.604
C 0.116 -1.937 -2.010
N 0.748 -0.844 -1.593
C 2.070 -0.983 -1.940
C 2.204 -2.096 -2.712
N 0.947 -2.660 -2.852
C 0.662 -3.953 -3.564
C -1.555 -2.562 0.260
N -1.122 -1.599 1.133
C -1.434 -2.057 2.412
C -1.920 -3.348 2.317
N -1.951 -3.653 0.959
C -2.383 -4.995 0.393
H -4.342 -2.545 -4.627
H -2.704 -3.150 -4.071
H -2.705 -2.060 -5.472
H -3.852 0.456 -4.739
H -3.188 2.007 -2.580
H 2.762 -0.162 -1.790
H 3.078 -2.599 -3.218
H -0.258 -4.378 -3.084
H 1.518 -4.643 -3.434
H 0.478 -3.723 -4.648
H -1.379 -1.402 3.290
H -2.427 -3.953 3.088
H -3.018 -4.674 -0.485
H -2.995 -5.494 1.191
H -1.504 -5.616 0.006
C 2.620 1.460 4.428
C 1.953 2.765 3.933
N 1.583 2.752 2.532
C 2.508 2.179 1.680
S 2.278 0.686 0.925
N 3.626 2.878 1.453
C 3.722 4.405 1.670
C 2.832 5.160 0.666
H 2.697 1.529 5.481
H 3.637 1.203 4.098
H 1.962 0.674 4.176
H 2.514 3.664 4.065
H 1.010 2.845 4.472
H 0.638 2.442 2.400
H 4.200 2.369 0.780
H 4.751 4.738 1.443
H 3.467 4.692 2.729
H 1.777 4.831 0.576
H 3.305 5.188 -0.308
H 2.793 6.226 1.013
C -1.999 3.083 1.936
O -0.962 2.131 1.748
H -2.026 3.431 2.941
H -2.985 2.664 1.677
H -1.885 3.959 1.259
*
```

---

Entry 2:
Formula: C18H30F6O24S5
Source: the Open Molecules 2025 dataset
Level of theory: ωB97M-V/def2-TZVPD

For the HOMO-LUMO gap (spin up / spin down), the calculation gives 8.878 / 2.496 eV. As for the strongest force on any atom: 5.55 eV Å⁻¹. Its energy above the lowest of the compared OMol25 structures with the same formula, charge and spin is 0.392 eV. The expectation value of S² is 0.759.

```
! wB97M-V def2-TZVPD RIJCOSX def2/J DEFGRID3
* xyz 1 2
C 6.480 18.487 17.554
C 7.309 18.058 18.760
O 6.790 18.605 19.922
C 7.637 18.824 21.047
O 8.842 18.669 21.002
C 6.853 19.402 22.303
F 5.490 19.373 22.078
F 7.054 18.609 23.368
F 7.205 20.635 22.709
H 6.733 17.982 16.622
H 6.607 19.544 17.324
H 5.414 18.263 17.598
H 8.376 18.237 18.628
H 7.194 16.975 18.790
C 9.674 22.114 26.339
C 8.407 21.786 25.652
O 7.461 21.464 26.685
C 6.105 21.362 26.446
O 5.499 21.507 25.375
C 5.274 20.916 27.699
F 5.947 21.418 28.778
F 4.068 21.468 27.609
F 5.108 19.544 27.822
H 10.174 21.188 26.623
H 9.616 22.888 27.105
H 10.371 22.460 25.576
H 8.429 20.985 24.912
H 7.945 22.612 25.111
C 7.056 14.382 20.922
C 8.017 13.173 20.921
O 8.392 13.120 19.540
S 7.045 13.437 18.560
O 6.218 12.272 18.240
O 7.339 14.360 17.438
O 6.315 14.317 19.773
H 7.640 15.302 20.927
H 6.486 14.439 21.850
H 7.374 12.339 21.203
H 8.867 13.249 21.600
C 3.976 14.168 15.992
C 4.315 15.561 16.438
O 4.542 16.330 15.306
S 5.062 15.378 14.029
O 6.411 14.824 14.298
O 4.725 15.936 12.706
O 3.986 14.212 14.561
H 2.960 13.856 16.237
H 4.660 13.448 16.441
H 5.286 15.646 16.925
H 3.518 16.032 17.015
C 3.237 19.313 14.983
C 2.967 20.522 15.861
O 1.597 20.261 16.319
S 1.493 18.689 16.749
O 0.122 18.099 16.637
O 2.317 18.308 17.877
O 2.390 18.264 15.403
H 4.284 19.012 14.956
H 2.986 19.614 13.965
H 3.039 21.436 15.272
H 3.656 20.572 16.705
C 11.439 20.062 19.768
C 11.026 20.723 18.465
O 12.250 20.745 17.862
S 13.492 21.219 18.793
O 13.290 22.574 19.324
O 14.815 20.899 18.208
O 12.925 20.130 19.880
H 11.190 19.002 19.797
H 10.902 20.618 20.537
H 10.760 21.772 18.602
H 10.238 20.276 17.860
C 1.722 17.195 20.894
C 3.168 17.881 20.913
O 4.073 16.775 21.202
S 3.411 15.280 20.897
O 3.845 14.250 21.891
O 3.463 14.956 19.440
O 1.917 15.822 21.202
H 1.225 17.295 19.929
H 1.021 17.651 21.593
H 3.184 18.528 21.790
H 3.393 18.430 19.998
*
```

---

Entry 3:
Formula: C18H30N2O4S6Sc
Source: the Open Molecules 2025 dataset
Level of theory: ωB97M-V/def2-TZVPD

For the HOMO-LUMO gap, the calculation gives 7.808 eV. As for the strongest force on any atom: 3.38 eV Å⁻¹. Its energy above the lowest of the compared OMol25 structures with the same formula, charge and spin is 0.864 eV.

```
! wB97M-V def2-TZVPD RIJCOSX def2/J DEFGRID3
* xyz 1 1
Sc -0.096 0.546 0.092
C -0.819 -1.178 3.474
C -2.098 -1.347 2.685
S -1.921 -1.549 0.873
C -1.042 -3.161 0.741
C -0.228 -3.241 -0.537
S 1.023 -1.917 -0.774
C 2.252 -2.350 0.538
C 3.338 -1.290 0.542
S 2.712 0.400 0.890
C 2.879 0.513 2.728
C 1.792 -0.169 3.534
S 0.108 0.336 2.974
H -0.154 -2.035 3.359
H -1.076 -1.075 4.530
H -2.726 -0.462 2.785
H -2.653 -2.210 3.051
H -1.802 -3.943 0.736
H -0.420 -3.280 1.624
H -0.882 -3.142 -1.406
H 0.291 -4.198 -0.584
H 2.666 -3.329 0.294
H 1.736 -2.399 1.497
H 3.779 -1.199 -0.452
H 4.111 -1.524 1.272
H 2.872 1.588 2.908
H 3.855 0.124 3.013
H 1.887 0.111 4.586
H 1.859 -1.253 3.450
O 0.355 2.814 -2.787
S 0.768 1.786 -1.898
O -0.217 0.610 -1.805
O 0.713 2.198 -0.418
S 2.507 0.949 -2.162
C -5.193 6.785 0.408
C -3.736 6.368 0.618
N -3.517 5.798 1.929
C -3.497 6.698 3.074
C -4.814 6.715 3.840
C -3.270 4.506 2.183
O -3.046 4.067 3.302
C -3.238 3.498 1.059
C -4.278 3.236 0.170
C -4.181 2.136 -0.669
C -3.078 1.303 -0.574
N -2.086 1.523 0.306
C -2.169 2.605 1.086
H -5.401 6.915 -0.650
H -5.412 7.719 0.917
H -5.867 6.026 0.794
H -3.085 7.241 0.505
H -3.446 5.640 -0.141
H -3.253 7.699 2.722
H -2.704 6.349 3.741
H -5.624 7.091 3.221
H -4.713 7.364 4.705
H -5.061 5.718 4.194
H -5.159 3.856 0.144
H -4.955 1.924 -1.390
H -3.007 0.408 -1.190
H -1.358 2.762 1.799
*
```

---

Entry 4:
Formula: C18H30N3O2PbS2
Source: the Open Molecules 2025 dataset
Level of theory: ωB97M-V/def2-TZVPD

For the HOMO-LUMO gap, the calculation gives 7.324 eV. As for the strongest force on any atom: 3.59 eV Å⁻¹. Its energy above the lowest of the compared OMol25 structures with the same formula, charge and spin is 0.931 eV.

```
! wB97M-V def2-TZVPD RIJCOSX def2/J DEFGRID3
* xyz -1 1
Pb 1.239 1.112 0.560
C -2.801 2.598 1.560
N -2.355 1.685 0.499
C -2.280 2.284 -0.841
C -3.162 0.524 0.545
C -2.635 -0.695 -0.256
N -1.617 -1.552 0.383
C -2.225 -2.362 1.417
C -0.918 -2.317 -0.563
H -3.806 3.025 1.381
H -2.147 3.434 1.717
H -2.722 2.084 2.535
H -3.259 2.324 -1.241
H -1.650 1.789 -1.501
H -2.066 3.346 -0.652
H -4.148 0.727 0.078
H -3.368 0.214 1.510
H -2.220 -0.289 -1.192
H -3.479 -1.377 -0.516
H -3.017 -3.058 0.980
H -2.608 -1.800 2.326
H -1.417 -2.934 1.781
H -1.554 -2.964 -1.186
H -0.157 -3.001 -0.060
H -0.273 -1.700 -1.160
C 1.530 -1.023 4.293
C 2.136 -0.424 2.991
C 3.685 -0.467 2.992
C 1.691 1.034 2.729
H 2.123 -1.846 4.735
H 0.530 -1.458 4.070
H 1.397 -0.261 5.012
H 1.892 -1.097 2.154
H 4.221 0.337 3.532
H 3.960 -0.291 1.936
H 4.106 -1.359 3.440
H 2.390 1.790 3.156
H 0.708 1.135 3.199
S -0.634 5.708 -0.294
C 0.181 4.443 0.304
N 0.767 3.582 0.825
O 0.909 -2.892 -5.507
C 0.508 -1.619 -5.299
O -0.156 -1.064 -6.125
C 1.137 -0.927 -4.091
C 1.455 0.424 -4.186
C 2.111 0.995 -3.167
C 2.553 0.297 -2.047
S 3.576 1.072 -0.941
C 2.197 -1.056 -1.963
C 1.464 -1.703 -3.011
H 1.588 -3.078 -4.813
H 0.985 0.951 -5.020
H 2.145 2.072 -3.073
H 2.271 -1.623 -1.053
H 1.218 -2.748 -2.880
*
```

---

Entry 5:
Formula: C18H30NO3S
Source: the Open Molecules 2025 dataset
Level of theory: ωB97M-V/def2-TZVPD

For the HOMO-LUMO gap, the calculation gives 7.884 eV. As for the strongest force on any atom: 4.51 eV Å⁻¹.

```
! wB97M-V def2-TZVPD RIJCOSX def2/J DEFGRID3
* xyz 1 1
C 6.242 -2.062 2.449
O 6.177 -1.253 1.266
C 4.929 -0.528 1.186
C 4.671 -0.292 -0.359
C 4.186 -1.620 -1.076
C 2.644 -1.626 -1.440
C 1.807 -2.734 -0.641
C 1.053 -1.979 0.519
C 0.193 -2.902 1.455
C -1.047 -3.590 0.762
S -1.899 -2.573 -0.509
C -2.185 -0.908 0.140
C -2.529 -0.624 1.532
C -2.726 0.701 2.084
N -2.582 1.805 1.309
C -2.292 1.563 0.014
C -2.069 0.315 -0.684
H 5.439 -1.819 3.199
H 6.163 -3.148 2.164
H 7.241 -1.937 2.943
H 4.086 -1.115 1.654
H 5.100 0.437 1.734
H 5.682 -0.015 -0.772
H 3.993 0.584 -0.521
H 4.770 -1.695 -2.033
H 4.442 -2.466 -0.391
H 2.241 -0.621 -1.120
H 2.487 -1.679 -2.545
H 2.544 -3.481 -0.260
H 1.066 -3.183 -1.361
H 1.844 -1.513 1.175
H 0.496 -1.124 0.062
H 0.872 -3.742 1.780
H -0.081 -2.357 2.398
H -0.772 -4.581 0.321
H -1.817 -3.793 1.559
H -0.972 -2.469 -1.536
H -2.636 -1.494 2.227
H -2.955 0.808 3.169
H -2.206 2.474 -0.630
H -1.812 0.249 -1.767
O -5.084 2.983 -3.623
C -4.974 3.673 -2.651
O -4.130 3.390 -1.619
C -4.320 4.353 -0.567
C -4.939 5.561 -1.240
C -5.755 4.930 -2.356
H -4.977 3.916 0.190
H -3.360 4.587 -0.106
H -5.526 6.178 -0.560
H -4.154 6.188 -1.670
H -6.758 4.654 -2.022
H -5.807 5.572 -3.232
*
```

---

Entry 6:
Formula: C18H30NPd
Source: the Open Molecules 2025 dataset
Level of theory: ωB97M-V/def2-TZVPD

For the HOMO-LUMO gap, the calculation gives 5.970 eV. As for the strongest force on any atom: 1.66 eV Å⁻¹.

```
! wB97M-V def2-TZVPD RIJCOSX def2/J DEFGRID3
* xyz -1 1
Pd -1.607 -0.699 -0.801
C -0.563 -0.092 1.161
C 0.467 -0.716 0.397
C 0.793 0.184 -0.674
C -0.076 1.306 -0.549
C -0.901 1.152 0.578
C -1.939 2.111 1.118
C -1.488 2.652 2.483
C -2.152 3.280 0.151
C -3.272 1.360 1.273
C 1.947 0.217 -1.676
C 2.090 1.621 -2.292
C 3.292 -0.059 -0.989
C 1.707 -0.741 -2.854
C 0.989 -2.074 0.871
C -0.197 -2.863 1.469
C 1.514 -2.977 -0.251
C 2.057 -1.894 1.962
H -0.896 -0.411 2.142
H -0.033 2.198 -1.152
H -0.535 3.171 2.387
H -1.361 1.835 3.191
H -2.226 3.347 2.885
H -1.242 3.867 0.052
H -2.944 3.938 0.509
H -2.430 2.901 -0.831
H -3.200 0.617 2.066
H -3.496 0.834 0.332
H -4.094 2.037 1.512
H 2.223 2.376 -1.520
H 1.220 1.878 -2.889
H 2.963 1.645 -2.947
H 3.418 0.615 -0.144
H 4.115 0.104 -1.688
H 3.374 -1.071 -0.616
H 0.737 -0.513 -3.299
H 1.690 -1.778 -2.541
H 2.476 -0.627 -3.623
H -1.065 -2.744 0.799
H -0.471 -2.503 2.458
H 0.047 -3.923 1.556
H 0.730 -3.091 -1.002
H 1.764 -3.962 0.151
H 2.407 -2.593 -0.729
H 1.645 -1.329 2.796
H 2.920 -1.352 1.584
H 2.393 -2.863 2.337
N -4.326 -1.551 -1.940
C -3.198 -1.319 -1.603
H -5.270 -1.503 -1.608
*
```

---

What is the strongest force on any atom in the first record? 3.24 eV Å⁻¹

---

The highest strongest force on any atom belongs to which entry? C18H30F6O24S5